The following is a quantum chemistry calculation of a structure of composition C24H61FN3O8Pb at a distorted geometry, from the OMol25 dataset.

Output
- Charge: +2
- Lowest unoccupied orbital energy (alpha / beta): -6.306 / -10.894 eV
- F_max: 3.61 eV Å⁻¹
- Multiplicity: 2
- Orbital gap (alpha / beta): 6.189 / 1.601 eV

Structure (XYZ):
```
98
C24H61FN3O8Pb ωB97M-V with the def2-TZVPD basis set
Pb -18.038 15.524 -11.089
F -15.790 16.684 -10.751
O -14.956 22.077 -9.047
O -19.608 17.295 -10.085
O -13.216 15.472 -11.023
O -15.332 18.930 -12.234
O -16.506 13.391 -11.908
O -17.962 15.742 -8.464
O -11.869 18.494 -7.857
O -18.360 15.004 -13.628
N -14.413 19.272 -7.607
N -18.141 17.619 -12.567
N -18.314 13.257 -9.788
C -17.851 17.328 -13.948
C -12.424 15.678 -9.901
C -19.460 18.571 -10.713
C -11.168 14.808 -10.152
C -19.315 18.389 -12.245
C -18.781 13.488 -8.389
C -17.149 16.752 -7.914
C -15.709 23.300 -8.773
C -10.504 18.179 -8.139
C -20.251 17.374 -8.827
C -13.239 15.283 -8.682
C -14.061 18.783 -12.753
C -18.644 16.128 -14.468
C -15.721 20.840 -9.075
C -13.388 20.080 -7.008
C -12.006 19.893 -7.615
C -17.026 12.489 -9.792
C -16.518 12.146 -11.196
C -14.750 19.620 -9.012
C -17.848 14.554 -7.687
C -15.548 13.431 -12.989
C -18.784 13.826 -14.302
C -13.910 20.092 -13.590
C -13.903 17.502 -13.655
H -9.797 18.391 -7.337
H -16.479 23.473 -9.524
H -17.238 11.465 -11.649
H -14.071 15.898 -10.932
H -10.092 18.746 -8.974
H -19.719 16.296 -14.537
H -13.007 20.213 -14.189
H -16.079 16.581 -7.797
H -14.068 18.327 -7.688
H -16.134 12.957 -9.377
H -18.977 12.560 -10.095
H -17.421 18.272 -12.295
H -16.815 14.229 -7.559
H -18.553 12.933 -13.722
H -13.731 21.113 -6.944
H -16.099 23.338 -7.755
H -15.263 18.776 -9.476
H -12.061 16.697 -9.764
H -20.519 16.386 -8.454
H -14.981 24.111 -8.813
H -19.348 19.341 -12.776
H -11.377 13.742 -10.238
H -13.334 18.753 -11.941
H -10.436 14.946 -9.356
H -11.252 20.338 -6.965
H -17.592 17.054 -6.965
H -11.769 20.414 -8.542
H -13.899 16.608 -13.032
H -19.848 13.709 -8.405
H -17.216 11.559 -9.257
H -13.830 19.742 -9.585
H -10.747 15.171 -11.089
H -18.580 19.080 -10.320
H -20.197 17.803 -12.504
H -15.691 14.332 -13.586
H -14.650 20.052 -14.389
H -12.726 15.283 -7.721
H -19.856 13.860 -14.497
H -21.202 17.906 -8.804
H -14.010 20.988 -12.978
H -14.738 17.251 -14.310
H -20.291 19.234 -10.472
H -18.778 12.528 -7.872
H -16.387 20.867 -9.937
H -16.795 17.057 -13.936
H -15.370 18.227 -11.582
H -15.542 11.667 -11.113
H -10.376 17.100 -8.228
H -14.125 15.915 -8.622
H -12.994 17.451 -14.255
H -15.828 12.644 -13.689
H -18.251 16.116 -15.485
H -16.385 20.732 -8.218
H -19.575 17.837 -8.108
H -17.925 18.184 -14.618
H -18.165 14.748 -6.663
H -13.664 14.285 -8.796
H -14.537 13.310 -12.601
H -18.312 13.718 -15.279
H -17.134 17.595 -8.605
H -13.244 19.696 -5.998
```

=====

The following is a quantum chemistry calculation of a cluster of 2 separate species, C4H6BrN in total at a distorted geometry, from the OMol25 dataset.

Output
- Lowest unoccupied orbital energy (alpha / beta): 0.867 / -0.173 eV
- Energy above the lowest of the compared OMol25 structures with the same formula, charge and spin: 124.7 kcal per mole
- F_max: 4.28 eV Å⁻¹
- Orbital gap (alpha / beta): 8.908 / 6.650 eV

Structure (XYZ):
```
12
C4H6BrN ωB97M-V with the def2-TZVPD basis set
Br 2.791 0.168 0.621
N -0.964 -2.807 -0.490
C -0.427 -2.411 0.507
C 0.089 0.786 -0.220
C 1.032 0.000 0.121
C -0.034 2.257 -0.188
H 0.187 -2.416 1.388
H -0.959 2.464 0.487
H -1.346 -3.721 -0.774
H -1.009 0.287 -0.285
H -0.187 2.611 -1.232
H 0.827 2.782 0.065
```

=====

The following is a quantum chemistry calculation of a cluster of 2 separate species, C5H15NOS in total at a distorted geometry, from the OMol25 dataset.

Output
- Lowest unoccupied orbital energy: 0.578 eV
- Energy above the lowest of the compared OMol25 structures with the same formula, charge and spin: 27.7 kcal per mole
- F_max: 1.95 eV Å⁻¹
- Orbital gap: 8.638 eV

Structure (XYZ):
```
23
C5H15NOS ωB97M-V with the def2-TZVPD basis set
S -1.341 -1.678 1.773
O -1.664 2.963 1.046
N 1.223 0.060 -1.003
C 1.387 -0.974 1.233
C 0.363 -2.079 1.345
C 0.223 0.548 -1.938
C 1.077 0.281 0.423
C -1.064 -0.269 -2.042
H 0.639 0.633 -2.948
H 0.007 0.549 0.601
H -1.369 -0.365 1.997
H 0.327 -2.705 0.423
H 2.408 -1.315 1.009
H -1.016 -1.303 -1.726
H -1.477 -0.201 -3.055
H 1.780 -0.743 -1.235
H 0.036 1.566 -1.562
H -2.071 3.627 1.610
H 0.607 -2.833 2.093
H 1.553 -0.671 2.269
H -1.461 3.563 0.325
H -1.833 0.188 -1.387
H 1.664 1.157 0.748
```

=====

The following is a quantum chemistry calculation of a cluster of 2 separate species, C27H51FN6O2P in total at a distorted geometry, from the OMol25 dataset.

Output
- Charge: +1
- Lowest unoccupied orbital energy: -2.428 eV
- F_max: 4.42 eV Å⁻¹
- Orbital gap: 8.425 eV

Structure (XYZ):
```
88
C27H51FN6O2P ωB97M-V with the def2-TZVPD basis set
P 3.255 1.104 -2.251
F 1.467 4.439 -1.841
O 2.094 0.919 -3.419
O 3.763 2.704 -2.192
N 0.961 -1.451 -0.458
N 1.675 1.327 0.176
N 4.510 0.351 -2.755
N -1.818 2.836 3.146
N 4.373 -3.586 -3.516
N -1.879 -3.090 -4.514
C -1.464 -0.750 -1.001
C -2.621 1.618 3.136
C 4.777 -3.486 -2.259
C 4.237 -2.725 -1.209
C 0.031 -0.381 -0.812
C -4.008 1.674 3.782
C 2.382 -1.062 -0.473
C 2.695 0.494 -0.574
C 3.071 -1.963 -1.507
C -2.730 -3.086 -3.300
C 1.642 2.806 -0.051
C -0.859 2.402 5.409
C 2.636 -2.101 -2.842
C 0.870 3.306 -1.299
C -2.210 3.848 2.171
C -0.499 -4.436 -0.088
C 0.578 -2.286 0.668
C -2.156 -4.745 2.022
C 0.872 -3.820 0.391
C 0.283 0.769 0.220
C -1.418 -4.728 1.065
C -3.511 4.615 2.416
C 3.271 -2.888 -3.810
C 2.129 1.237 1.637
C -3.055 -1.669 -2.760
C -1.518 3.391 4.459
C -1.783 -0.768 -2.553
H 2.266 0.192 1.956
H 2.008 1.753 -3.911
H 4.685 -2.726 -0.206
H 2.802 -1.388 0.508
H -2.092 0.044 -0.553
H -4.358 0.659 3.983
H -0.131 3.646 -0.963
H -4.744 2.134 3.124
H 3.055 1.824 1.760
H -2.413 3.802 4.944
H 1.567 -3.974 -0.449
H -1.925 0.246 -2.962
H -3.594 4.980 3.440
H 2.679 3.188 0.031
H 5.292 0.988 -2.877
H 3.454 3.114 -3.016
H -1.520 1.572 5.663
H -2.821 -4.832 2.870
H -2.727 1.267 2.103
H -3.550 5.487 1.758
H -3.563 -1.816 -1.782
H 3.635 0.615 0.006
H 1.741 -1.537 -3.152
H -4.006 2.210 4.731
H 0.061 1.995 4.982
H -1.396 4.579 2.103
H -0.315 -5.403 -0.598
H 0.083 0.316 1.212
H 0.363 0.016 -1.803
H -0.950 -1.324 -3.034
H -2.313 -3.775 -2.536
H -0.951 -3.765 -0.841
H 1.144 -4.336 1.325
H -2.049 0.825 3.628
H -2.258 3.386 1.177
H -3.708 -3.545 -3.582
H -0.601 2.904 6.342
H 1.133 -2.067 1.620
H -4.387 4.012 2.186
H -2.486 -3.004 -5.330
H -1.531 -4.047 -4.597
H -0.487 -2.248 0.955
H 1.357 1.670 2.305
H 0.693 2.523 -2.060
H 1.131 3.249 0.829
H 2.895 -2.942 -4.841
H -3.772 -1.195 -3.455
H -1.757 -1.743 -0.630
H -0.823 4.227 4.330
H -0.525 1.512 0.092
H 5.667 -4.086 -1.999
```

=====

The following is a quantum chemistry calculation of the molecule C19H24BrNO2, from the OMol25 dataset.

Output
- Lowest unoccupied orbital energy: 0.691 eV
- Energy above the lowest of the compared OMol25 structures with the same formula, charge and spin: 6.3 kcal per mole
- F_max: 0.54 eV Å⁻¹
- Orbital gap: 9.199 eV

Structure (XYZ):
```
47
C19H24BrNO2 ωB97M-V with the def2-TZVPD basis set
Br -6.004 -1.345 -0.590
O -0.784 0.773 1.576
O 3.474 -2.822 -0.840
N -0.408 -2.610 0.331
C 2.177 -3.363 -0.933
C -0.648 5.002 -0.728
C -1.977 0.362 1.070
C -0.091 4.409 -1.849
C 0.163 2.359 -0.629
C 5.151 -1.652 0.375
C -4.363 -0.645 0.084
C 3.656 -1.836 0.152
C -2.189 -1.027 1.029
C -4.164 0.720 0.119
C -0.403 2.946 0.494
C -3.385 -1.515 0.532
C 0.313 3.086 -1.797
C -2.972 1.221 0.613
C -1.105 -1.996 1.448
C 1.133 -2.421 -1.556
C -0.807 4.274 0.437
C 0.298 -1.669 -0.519
C -0.559 2.155 1.770
H 2.303 -4.243 -1.569
H -2.826 2.288 0.621
H 1.645 -1.707 -2.203
H 5.627 -1.357 -0.556
H -1.544 -2.803 2.042
H -4.928 1.395 -0.236
H -1.353 2.587 2.395
H 0.940 -1.071 0.133
H -3.554 -2.582 0.501
H 0.378 2.193 2.338
H 5.594 -2.586 0.708
H 0.750 2.618 -2.667
H 0.026 4.976 -2.759
H 1.819 -3.686 0.055
H 0.480 1.328 -0.585
H 5.325 -0.885 1.125
H -0.365 -1.472 2.056
H -0.386 -0.980 -1.047
H -1.247 4.738 1.309
H 3.211 -0.881 -0.165
H 3.167 -2.152 1.087
H -0.965 6.034 -0.763
H -1.060 -3.150 -0.231
H 0.457 -3.011 -2.179
```

=====

The following is a quantum chemistry calculation of a cluster of 3 separate species, C36H36ClIN2O6 in total, from the OMol25 dataset.

Output
- Lowest unoccupied orbital energy: -1.621 eV
- F_max: 0.53 eV Å⁻¹
- Orbital gap: 6.443 eV

Structure (XYZ):
```
82
C36H36ClIN2O6 ωB97M-V with the def2-TZVPD basis set
I 4.428 0.768 -0.213
Cl -5.207 -1.472 2.343
O 0.287 3.625 1.304
O 2.373 0.843 3.600
O -2.576 4.798 5.596
O -3.709 -3.210 -2.509
O 6.097 -2.040 6.020
O -2.727 1.460 -1.121
N 1.231 -0.691 -5.086
N -1.125 -4.143 -2.422
C -3.307 -2.350 -1.749
C 0.715 -1.176 -1.277
C 4.956 -1.554 4.018
C -5.444 1.183 2.742
C -0.466 4.836 4.552
C -3.995 -0.393 -0.467
C 2.392 1.228 0.277
C -4.251 -1.640 -0.856
C 1.579 -3.142 -4.536
C -2.746 0.256 -0.967
C -0.363 3.903 2.288
C 2.374 -3.308 -3.221
C 4.020 -0.830 3.412
C 3.228 0.183 4.153
C 2.000 -1.901 -5.332
C 0.464 -2.472 -1.680
C 0.256 4.544 3.474
C 3.518 0.359 5.599
C -0.858 -2.877 -1.900
C 5.248 -1.380 5.464
C -2.537 3.893 3.424
C -4.882 0.430 0.411
C -1.882 -1.960 -1.632
C -4.680 0.184 1.899
C -1.919 4.533 4.614
C 4.454 -0.365 6.206
C 0.091 1.201 -0.716
C -0.271 -0.212 -1.097
C -1.591 -0.644 -1.240
C 0.779 1.484 -4.913
C -0.407 0.759 -4.656
C -0.095 -0.573 -4.770
C 1.764 0.571 -5.179
C 1.554 1.577 -0.941
C 1.636 -3.397 -1.869
C -1.817 3.602 2.345
H 1.921 1.092 -1.844
H 1.355 -4.425 -1.642
H 3.096 -2.495 -3.149
H -5.925 0.238 0.164
H 5.549 -2.295 3.498
H -0.733 -1.430 -4.674
H -6.512 1.089 2.560
H -0.542 1.907 -1.236
H 0.507 -3.151 -4.368
H 2.802 0.705 -5.428
H 3.791 -0.934 2.359
H 1.750 -0.892 -1.139
H 1.620 2.646 -1.126
H -1.372 1.166 -4.410
H 0.900 2.553 -4.912
H 4.686 -0.257 7.258
H -2.241 3.140 1.460
H 1.316 4.750 3.406
H -0.040 5.301 5.432
H 3.032 -1.669 -5.077
H 2.971 -4.217 -3.300
H -5.158 -2.164 -0.592
H 2.016 0.357 0.802
H -3.598 3.686 3.494
H -0.406 -4.812 -2.194
H -5.122 2.196 2.506
H 1.784 -3.998 -5.176
H -2.033 -4.512 -2.179
H -5.277 0.998 3.800
H 2.368 -3.132 -1.107
H 2.927 1.102 6.118
H -0.138 1.327 0.346
H -3.622 0.224 2.150
H 1.969 -2.116 -6.400
H 2.450 2.051 0.977
H -4.683 1.485 0.232
```